[1]
The molecule C4H8O2, computed with wB97M-V/def2-TZVPD.

Calculated values
Relative energy (zero: lowest compared OMol25 entry of this formula, charge and spin) in kJ/mol: 448.62
Largest force on an atom in hartree/bohr: 0.013
DFT total energy in Ha: -307.54156
Total charge: 0
Spin multiplicity: 1
LUMO in eV: 0.94

Bonds (Å) are listed after each position.
Cartesian coordinates (Å):
1 C -1.753 -0.251 0.076  C2 1.521, H7 1.096, H8 1.094, H9 1.096
2 C -0.380 0.068 0.648  C1 1.521, O3 1.413, C4 1.539, H10 1.101
3 O 0.312 -1.117 0.984  C2 1.413, H13 1.047
4 C 0.572 0.755 -0.347  C2 1.539, C5 1.469, O6 1.478, H12 1.090
5 C 1.969 0.393 -0.073  C4 1.469, O6 1.642, H14 1.089
6 O 1.069 -0.296 -1.260  C4 1.478, C5 1.642, H11 0.997
7 H -1.672 -0.853 -0.836  C1 1.096
8 H -2.339 -0.819 0.804  C1 1.094
9 H -2.298 0.669 -0.164  C1 1.096
10 H -0.485 0.723 1.526  C2 1.101
11 H 0.780 -1.121 -0.780  O6 0.997
12 H 0.229 1.621 -0.913  C4 1.090
13 H 1.294 -0.753 0.956  O3 1.047
14 H 2.702 0.983 -0.620  C5 1.089


[2]
The ion CHCl2O3S with charge -1 in a non-equilibrium geometry, computed with wB97M-V/def2-TZVPD.

Calculated values
Relative energy (zero: lowest compared OMol25 entry of this formula, charge and spin) in kJ/mol: 163.85
Largest force on an atom in hartree/bohr: 0.103
DFT total energy in Ha: -1583.00625
Total charge: -1
Spin multiplicity: 1
LUMO in eV: 3.39

Bonds (Å) are listed after each position.
Cartesian coordinates (Å):
1 C 0.557 0.137 -0.895  O4 1.753, Cl6 1.715, Cl7 1.768, H8 1.124
2 O 0.826 1.487 1.792  S5 1.432
3 O -1.314 1.373 0.699  S5 1.503
4 O 0.696 1.884 -0.845  C1 1.753, S5 1.912
5 S -0.053 2.169 0.891  O2 1.432, O3 1.503, O4 1.912
6 Cl -0.072 -0.241 -2.444  C1 1.715
7 Cl 2.082 -0.545 -0.316  C1 1.768
8 H -0.359 0.022 -0.254  C1 1.124


[3]
The molecule C4H9FN2 in a non-equilibrium geometry, computed with wB97M-V/def2-TZVPD.

Calculated values
Relative energy (zero: lowest compared OMol25 entry of this formula, charge and spin) in kJ/mol: 55.16
Largest force on an atom in hartree/bohr: 0.062
DFT total energy in Ha: -367.16955
Total charge: 0
Spin multiplicity: 1
Structure (SMILES): N[C@H]1CNC[C@@H]1F
LUMO in eV: 1.09

Bonds (Å) are listed after each position.
Cartesian coordinates (Å):
1 C 0.679 0.513 0.292  C2 1.518, C4 1.559, H7 1.134, N14 1.445
2 C 0.811 -0.505 -0.826  C1 1.518, H8 1.082, H9 1.120, N15 1.453
3 C -1.388 -0.577 -0.205  C4 1.462, H11 1.104, H12 1.086, N15 1.439
4 C -0.871 0.692 0.304  C1 1.559, C3 1.462, H13 1.122, F16 1.436
5 H 1.001 0.476 2.306  N14 0.992
6 H 2.147 -0.339 1.505  N14 1.044
7 H 1.114 1.535 0.063  C1 1.134
8 H 1.316 -1.402 -0.492  C2 1.082
9 H 1.408 -0.137 -1.699  C2 1.120
10 H -0.709 -0.302 -2.109  N15 1.015
11 H -2.411 -0.423 -0.589  C3 1.104
12 H -1.391 -1.332 0.578  C3 1.086
13 H -1.174 1.072 1.315  C4 1.122
14 N 1.128 -0.110 1.515  C1 1.445, H5 0.992, H6 1.044
15 N -0.508 -0.884 -1.302  C2 1.453, C3 1.439, H10 1.015
16 F -1.151 1.722 -0.656  C4 1.436


Number 1: frontier orbital gap 9.725 eV. Number 2: frontier orbital gap 7.996 eV. Number 3: frontier orbital gap 10.234 eV.